24
Properties=species:S:1:pos:R:3 method="wB97M-V/def2-TZVPD" total_energy_ev=-20771.605 orbital_gap_ev=8.225 mol_weight_g_mol=168.2 largest_force_ev_per_a=4.2 homo_ha=-0.28260
C -0.41 -1.49 2.27
C -0.12 -0.31 1.66
N 1.14 0.02 1.34
C 1.51 1.28 1.24
C 2.87 1.54 0.73
P -1.68 0.94 1.23
C -1.77 0.62 -0.47
C -2.89 1.23 -1.27
N -0.83 -0.14 -1.07
C -0.54 -1.34 -1.19
C 0.67 -1.79 -1.82
H -1.38 -1.85 2.44
H 0.40 -2.13 2.79
H 0.80 2.07 1.51
H 3.52 1.74 1.61
H 3.14 0.73 0.08
H 2.93 2.47 0.26
H -3.24 0.65 -2.10
H -2.36 1.95 -1.81
H -3.84 1.58 -0.93
H -0.89 -2.09 -0.50
H 0.34 -2.34 -2.67
H 1.35 -2.41 -1.19
H 1.29 -0.90 -2.12